Entry 1:
One molecule with the formula C3H5NO2S. Source: the Open Molecules 2025 dataset; level of theory: the ωB97M-V functional and the def2-TZVPD basis.

```
12
Properties=species:S:1:pos:R:3:forces:R:3:mulliken_charge:R:1
C -0.3833 -0.5661 1.0111 -1.389 1.575 -5.515 0.012
C -0.9874 0.7001 0.0936 2.716 -0.637 1.094 -0.434
C 0.8881 -0.5728 -0.0115 -3.612 2.398 -1.489 0.307
H -0.5964 -2.2982 0.2061 -3.727 2.206 2.419 0.378
H -0.1237 -0.3631 1.9933 0.113 0.306 2.023 0.347
H -1.1724 1.6041 0.8128 0.185 -1.266 -2.105 0.259
H -1.7809 0.3056 -0.6322 0.892 0.990 1.583 0.269
H 2.2800 1.9806 -1.1973 -1.445 -0.282 -0.874 0.144
N 0.4054 0.6336 -0.7123 -0.784 -1.279 2.807 -0.071
O -1.3245 -1.6156 0.7676 5.032 -3.327 -1.837 -0.535
O 1.6628 -1.3779 -0.3913 0.964 -0.573 0.507 -0.519
S 1.1323 1.5698 -1.9398 1.056 -0.111 1.388 -0.158
```
Positions in Å, forces in eV/Å.

Summary:
HOMO level: -9.1 eV
ΔE to the lowest compared entry with this formula, charge and spin: 327.0 kJ/mol
F_max: 6.3 eV/Å
Net charge: 0
SMILES: O=C1[C@H](O)CN1S


Entry 2:
C30H49BO2P2Pb as an isolated structure. Source: the Open Molecules 2025 dataset; level of theory: the ωB97M-V functional and the def2-TZVPD basis.

```
85
Properties=species:S:1:pos:R:3:forces:R:3:mulliken_charge:R:1
Pb -0.2121 0.0135 -2.2409 -1.026 -0.012 3.695 0.320
C -2.6275 1.6774 0.3280 0.640 -0.830 2.824 0.701
C -3.1912 0.8548 -0.6893 0.097 -1.171 0.122 0.456
C -2.8289 -0.4514 1.1642 -0.861 -1.070 -2.167 0.553
C -2.4731 0.8797 1.4940 0.230 2.725 -1.905 0.463
C -3.2591 -0.4757 -0.1919 0.455 0.348 0.708 0.376
C -2.2521 3.1004 0.1909 -0.002 0.714 0.017 -1.452
H -1.8768 3.3209 -0.8190 -0.096 0.018 0.182 0.239
H -1.4571 3.3650 0.9012 -0.202 -0.017 -0.187 0.166
H -3.0999 3.7771 0.3819 0.222 -0.077 -0.113 0.347
C -2.0341 1.3227 2.8338 0.117 0.178 0.300 -1.215
H -1.8907 2.4067 2.8542 0.022 -0.189 0.126 0.444
H -1.0936 0.8373 3.1277 -0.072 0.081 0.057 -0.025
H -2.7870 1.0659 3.5929 0.182 0.095 -0.097 0.362
C -2.7413 -1.5984 2.0859 -0.109 -0.439 0.306 -1.026
H -3.2580 -1.3743 3.0322 0.122 -0.117 -0.210 0.406
H -1.6934 -1.8126 2.3446 -0.267 0.050 0.006 -0.077
H -3.1936 -2.5019 1.6554 0.112 0.224 0.192 0.381
C -3.6831 -1.6552 -0.9814 -0.484 -0.423 -0.308 -1.319
H -4.7715 -1.6543 -1.1582 0.301 -0.164 -0.022 0.333
H -3.4320 -2.5884 -0.4645 -0.101 0.110 -0.165 0.330
H -3.2006 -1.6859 -1.9748 -0.127 -0.054 0.230 0.046
C -3.6532 1.3276 -2.0173 -0.262 -0.062 -0.359 -0.998
H -4.4698 2.0629 -1.9113 0.316 -0.170 -0.034 0.394
H -4.0481 0.4920 -2.6095 0.092 0.217 0.051 0.345
H -2.8503 1.8180 -2.5966 -0.242 -0.017 0.189 0.095
C 1.8089 0.7899 -3.3008 0.117 1.807 -1.191 -0.163
C 0.7528 1.6312 -3.7204 1.865 -0.033 -0.365 -0.272
C 0.0535 1.5296 -5.0638 -0.231 0.638 -0.410 -0.740
C -0.9578 0.3701 -5.2680 -0.370 0.222 -0.191 -0.982
C -0.8529 -0.8099 -4.3249 0.794 -1.735 -1.449 -0.224
C 0.3167 -1.5740 -4.0874 -1.592 0.180 -1.174 -0.468
C 1.6516 -1.3658 -4.7510 0.694 -0.200 -0.177 -0.860
C 2.5061 -0.1837 -4.2199 0.455 -0.526 0.078 -0.947
H 0.7697 1.5348 -5.9095 -0.028 -0.051 0.599 0.341
H -0.8981 0.0198 -6.3150 0.103 -0.059 0.385 0.387
H -0.5183 2.4720 -5.1599 0.311 -0.473 -0.141 0.398
H 2.9376 0.3481 -5.0880 -0.245 0.075 0.409 0.360
H 2.3800 1.0926 -2.4072 -0.405 -0.015 -0.366 0.189
H 0.6653 2.6105 -3.2190 -0.220 -0.720 0.175 0.507
H 3.3796 -0.5940 -3.6810 -0.436 0.183 -0.185 0.392
H 2.2381 -2.2893 -4.5917 -0.297 0.397 -0.141 0.402
H 0.2107 -2.5583 -3.6083 -0.291 0.519 -0.028 0.597
H 1.5581 -1.2797 -5.8500 -0.326 0.015 0.468 0.385
H -1.9822 0.7770 -5.1884 0.460 -0.199 0.131 0.376
H -1.8300 -1.2665 -4.0881 0.595 0.106 0.194 0.657
P 2.1403 2.2779 0.6401 -0.140 0.050 -0.181 0.822
C 1.7573 2.9517 2.3030 -0.152 -0.128 -0.083 -1.069
H 2.5287 3.6611 2.6284 -0.202 -0.117 -0.003 0.412
H 1.7056 2.1044 2.9997 -0.020 0.298 0.007 0.192
H 0.7769 3.4495 2.2722 0.297 -0.147 0.123 0.295
C 3.9196 1.8936 0.8555 -0.046 -0.119 0.002 -1.191
H 4.4409 2.7574 1.2907 0.022 -0.293 -0.119 0.376
H 4.3451 1.6516 -0.1286 0.057 0.054 0.306 0.378
H 4.0138 1.0181 1.5122 0.136 0.228 -0.159 0.178
C 2.3054 3.8341 -0.3307 -0.113 -0.100 -0.021 -1.258
H 2.5496 3.5671 -1.3696 0.022 0.236 0.226 0.317
H 3.0981 4.4698 0.0880 -0.239 -0.058 -0.195 0.395
H 1.3477 4.3732 -0.3246 0.284 -0.074 -0.035 0.363
P 1.7516 -3.4745 0.7340 -0.437 0.140 -1.107 1.189
C 0.1117 -3.6994 -0.0384 -0.215 -0.047 0.340 -0.813
H -0.0314 -4.7595 -0.2831 -0.012 0.234 0.065 0.545
H 0.0190 -3.1021 -0.9604 0.190 -0.159 0.458 -0.006
H -0.6683 -3.3712 0.6663 0.171 -0.214 -0.227 0.135
C 2.8578 -3.0135 -0.6385 0.412 0.088 0.132 -1.010
H 2.2898 -2.6091 -1.4927 0.082 -0.157 0.472 0.050
H 3.4240 -3.8950 -0.9685 -0.118 0.250 0.073 0.489
H 3.5559 -2.2418 -0.2856 -0.058 -0.267 -0.150 0.395
C 2.3126 -5.0134 1.5260 -0.020 0.252 0.204 -1.413
H 2.5400 -5.7806 0.7736 -0.130 0.283 0.121 0.460
H 1.5325 -5.3781 2.2085 0.172 0.106 -0.197 0.415
H 3.2139 -4.7968 2.1142 -0.160 -0.082 -0.163 0.405
O 0.5509 -1.7722 2.8481 0.987 -1.462 -1.735 -0.210
B 1.6779 -2.0524 2.0426 -0.241 2.084 1.362 0.673
O 2.7942 -1.3034 2.4741 -0.849 -1.842 -1.361 -0.530
C 2.4384 -0.9151 3.7381 -0.692 0.185 1.244 0.513
C 3.2887 -0.5591 4.7640 0.078 0.079 0.234 -0.798
C 2.7614 -0.6200 6.0624 0.213 0.343 -0.274 -0.595
C 1.4120 -0.8898 6.2863 -0.388 0.179 -0.094 -0.635
C 0.5278 -1.1175 5.2252 -0.128 0.078 -0.041 -0.624
C 1.0860 -1.1857 3.9619 1.085 0.377 0.980 0.305
H 4.3233 -0.2895 4.5599 -0.165 -0.250 0.161 0.526
H 3.4210 -0.4370 6.9101 -0.194 -0.004 -0.241 0.413
H 1.0259 -0.9198 7.3057 0.137 0.075 -0.303 0.422
H -0.5448 -1.2614 5.3607 0.362 -0.178 0.115 0.509
```
Positions in Å, forces in eV/Å.

Summary:
HOMO level (spin up / spin down): -11.6 / -11.5 eV
F_max: 3.8 eV/Å
Net charge: +2


Entry 3:
C5H6O as an isolated structure. Source: the Open Molecules 2025 dataset; level of theory: the ωB97M-V functional and the def2-TZVPD basis.

```
12
Properties=species:S:1:pos:R:3:forces:R:3:mulliken_charge:R:1
C -1.1806 0.9856 0.5815 0.372 -0.367 -0.383 -1.039
C -0.9674 -0.3974 -0.2133 -0.208 -1.132 -0.883 0.532
O -1.8422 -1.1892 -0.2307 0.013 0.167 0.160 -0.403
C 0.6937 -1.1630 -1.1142 -1.123 0.652 0.493 -0.554
C 1.4450 -0.3691 -0.2246 0.433 0.532 0.564 -0.097
C 1.6727 0.4069 0.6727 1.171 -0.255 -0.394 -0.356
H -2.2718 1.1260 0.6902 0.524 -0.447 -0.377 0.325
H -0.7657 1.8713 0.0958 0.112 -0.351 -0.149 0.361
H -0.7695 0.9650 1.5989 0.041 -0.342 -0.438 0.282
H 0.8599 -0.9755 -2.1916 -0.560 0.378 0.604 0.269
H 0.8396 -2.2555 -0.9561 -0.862 0.744 0.259 0.256
H 2.2862 0.9949 1.2916 0.087 0.420 0.545 0.425
```
Positions in Å, forces in eV/Å.

Summary:
HOMO level: -8.6 eV
ΔE to the lowest compared entry with this formula, charge and spin: 391.3 kJ/mol
F_max: 1.5 eV/Å
Net charge: 0